1.
Density functional theory data (ωB97M-V/def2-TZVPD) for 2 unconnected molecules or ions with the total composition C6H12.

The orbital gap comes out at 9.596 eV. As for the HOMO energy: -0.311 Eh. Its charge is 0. The structure (SMILES) is C=C/C(C)=C/C.[H][H]. The relative energy (zero: lowest compared OMol25 entry of this formula, charge and spin) comes out at 2.2086 eV.

Element x y z (Å)
H1 -2.5473 -1.0485 0.3751
H2 2.0503 -0.9136 -0.2596
H3 -1.9540 -2.6995 0.5782
H4 -1.8429 0.9157 0.1224
H5 0.1928 -2.1784 -0.5344
C1 -0.8043 1.0146 0.4474
C2 0.0217 -0.1929 0.0782
H6 -0.8008 1.1889 1.5298
C3 -1.9236 -1.8218 -0.0800
H7 1.6457 1.7563 1.2133
H8 3.2361 0.8820 0.8401
H9 -0.4016 1.9163 -0.0276
H10 0.9633 2.0271 -2.2601
C4 1.4882 -0.0769 0.1564
H11 -2.3712 -2.1221 -1.0337
H12 1.3909 1.8361 -1.6816
C5 -0.4974 -1.3908 -0.2266
C6 2.1541 0.9076 0.7627

Atoms 1-2, force components in eV/Å:
0.0566 -0.1286 -0.1191
-0.0866 0.1074 0.0527


2.
Density functional theory data (ωB97M-V/def2-TZVPD) for C6H12 in the gas phase.

The orbital gap comes out at 12.223 eV. As for the HOMO energy: -0.405 Eh. Its charge is 0. The structure (SMILES) is CC1CCCC1. The relative energy (zero: lowest compared OMol25 entry of this formula, charge and spin) comes out at 0.1113 eV.

Element x y z (Å)
C1 0.9067 0.1840 -0.2407
H1 2.3580 0.4487 1.3703
H2 0.2470 -1.8972 -0.3925
C2 -0.1134 1.2758 0.1558
H3 -0.2434 1.9920 -0.6658
H4 -2.0908 -1.3621 -0.5700
H5 0.2073 1.8426 1.0382
H6 -1.3856 -0.0031 1.3488
C3 1.6920 -0.3260 0.9713
H7 0.3294 -1.0861 -1.9493
C4 0.0571 -0.9413 -0.8979
H8 2.3107 -1.1901 0.7009
H9 -2.3078 1.1593 0.3808
C5 -1.4210 -0.5156 -0.7564
H10 -1.7620 -0.0332 -1.6812
C6 -1.4219 0.5126 0.3802
H11 1.0158 -0.6406 1.7790
H12 1.6219 0.5802 -0.9716

Atoms 1-2, force components in eV/Å:
0.0524 0.0158 -0.0160
-0.1386 -0.1012 -0.0474


3.
Density functional theory data (ωB97M-V/def2-TZVPD) for 2 unconnected molecules or ions with the total composition C6H12.

The orbital gap comes out at 7.815 eV. As for the HOMO energy: -0.246 Eh. Its charge is 0. The relative energy (zero: lowest compared OMol25 entry of this formula, charge and spin) comes out at 6.0405 eV.

Element x y z (Å)
C1 0.0044 0.5322 -1.2485
C2 -1.6633 0.8616 1.1467
C3 1.1103 0.3449 0.5310
H1 -2.4448 1.5791 0.8822
H2 1.3158 -2.5541 -0.1200
H3 0.3595 -2.3905 -1.6053
H4 -0.4295 0.7922 -2.2060
C4 0.5580 -1.9419 -0.6254
H5 1.9697 -0.4791 -1.3354
H6 -2.0678 -0.1611 1.1787
H7 2.0465 0.9052 0.6147
H8 -0.1072 2.3164 0.1973
H9 0.9100 -0.1724 1.4751
C5 1.0189 -0.4945 -0.7832
H10 -1.2160 1.1047 2.1120
C6 0.0109 1.2511 -0.0010
H11 -0.3706 -1.9984 -0.0421
H12 -1.0047 0.5048 -0.1707

Atoms 1-2, force components in eV/Å:
0.0068 0.0055 -0.3404
-0.1665 -0.0047 0.1944


4.
Density functional theory data (ωB97M-V/def2-TZVPD) for C6H12 in the gas phase.

The orbital gap comes out at 8.646 eV. As for the HOMO energy: -0.297 Eh. Its charge is 0. The relative energy (zero: lowest compared OMol25 entry of this formula, charge and spin) comes out at 3.7775 eV.

Element x y z (Å)
H1 -1.8866 -1.5430 0.9880
H2 -1.3924 0.8756 0.4515
C1 0.0479 1.8660 -1.3889
H3 0.9162 1.0141 1.1604
H4 2.3972 -0.9028 1.4314
H5 0.1065 -0.2806 2.0379
C2 0.4984 0.0024 1.0499
C3 -0.0159 0.4118 -1.1811
H6 -0.7993 1.9246 -2.1020
C4 -1.5091 -1.2429 0.0019
H7 -2.3732 -1.1350 -0.6653
H8 -0.1919 2.5402 -0.5471
H9 0.9272 2.2089 -1.9418
H10 1.2325 -2.0061 0.6689
C5 -0.7285 0.0707 0.0727
H11 -0.8835 -2.0444 -0.4031
H12 2.0451 -0.7824 -0.3101
C6 1.6094 -0.9771 0.6766

Atoms 1-2, force components in eV/Å:
0.1004 0.0741 -0.1327
0.2297 -0.1268 -0.0698


5.
Density functional theory data (ωB97M-V/def2-TZVPD) for C6H12 in the gas phase.

The orbital gap comes out at 9.057 eV. As for the HOMO energy: -0.294 Eh. Its charge is 0. The relative energy (zero: lowest compared OMol25 entry of this formula, charge and spin) comes out at 3.7907 eV.

Element x y z (Å)
H1 2.6931 0.2521 -1.3517
H2 -2.4505 -0.4802 -1.2152
H3 -0.0970 -1.5973 1.3429
C1 -0.8718 1.4156 0.1265
H4 -1.4434 1.5284 1.0537
C2 2.3576 0.0669 -0.3294
H5 2.2113 1.0234 0.1985
H6 0.0547 1.9885 0.2395
H7 -1.4524 1.8619 -0.6867
H8 3.1987 -0.4362 0.1735
H9 -2.4656 -0.9268 0.5041
C3 1.2875 -0.9769 -0.2296
C4 -0.5953 -0.0548 -0.1618
C5 -1.8465 -0.8947 -0.3998
H10 -0.0321 -0.1426 -1.1385
H11 -1.5676 -1.9203 -0.6657
H12 0.6651 0.0059 1.6563
C6 0.3541 -0.7130 0.8832

Atoms 1-2, force components in eV/Å:
-0.0226 -0.0588 0.0569
0.1010 -0.0412 0.1251


6.
Density functional theory data (ωB97M-V/def2-TZVPD) for a molecular structure, C6H12As3Cl12F18Mn in a non-equilibrium geometry.

The orbital gap (spin up / spin down) comes out at 9.972 / 9.879 eV. As for the HOMO energy (spin up / spin down): -0.314 / -0.314 Eh. Its charge is -1. The expectation value of S² is 8.752. As for the spin multiplicity: 6.

Element x y z (Å)
F1 1.2203 -3.6047 1.3412
F2 -1.0904 -2.0136 -5.5142
F3 0.0574 0.0972 -4.8247
Cl1 2.4397 -1.2363 -1.4962
F4 -0.6534 0.1058 -2.2917
C1 -1.1756 -0.3712 4.8194
C2 3.7987 -1.0571 -0.2942
F5 1.2063 2.2001 3.3794
Cl2 1.4124 2.4009 -2.9414
F6 -0.6448 -5.1756 1.2436
As1 -0.9951 -1.1052 -4.0706
Cl3 -0.8051 1.0352 5.7633
F7 0.4352 -2.0146 -3.4335
H1 -1.7917 4.6932 -4.0078
Cl4 -2.2937 3.5075 -5.9587
Cl5 4.5017 -2.6051 0.0440
H2 2.8191 4.1631 -2.2074
H3 1.7380 3.5126 -0.8712
F8 -0.8291 3.3712 2.6351
C3 -2.6218 3.9922 -4.2374
H4 -3.2650 -1.3513 -0.5459
C4 -3.3902 -0.3512 -0.8769
As2 0.3969 2.3236 1.8834
Cl6 -4.9116 -0.3344 -1.7591
C5 2.3652 3.3024 -1.7313
H5 -2.6256 0.0633 -1.5054
F9 1.4090 3.6484 1.3750
C6 2.4857 -2.3774 3.7607
H6 3.1599 -2.9161 3.1208
Cl7 2.9677 -2.5759 5.4511
Cl8 3.7816 2.3521 -1.1052
F10 -1.9660 -2.2209 -3.1701
As3 -0.5240 -3.4291 1.0472
Cl9 -2.5086 2.7100 -3.0211
F11 -0.2412 -1.5168 0.9647
H7 4.5193 -0.4171 -0.7562
H8 -3.6059 4.4428 -4.1652
H9 3.4074 -0.6791 0.6423
H10 -0.2885 -0.7802 4.3460
F12 -0.4989 0.8088 2.1354
H11 1.4815 -2.7561 3.7107
Cl10 2.4824 -0.6679 3.2282
F13 -2.2542 -3.1828 0.7797
F14 -0.3172 -3.3602 -0.6308
F15 -2.4230 -0.0855 -4.3590
F16 -0.4023 2.3901 0.2425
Cl11 -3.2769 0.6199 0.6374
H12 -1.8335 -0.0438 4.0386
Cl12 -1.9625 -1.7207 5.7682
F17 1.5767 1.2521 0.9529
F18 -0.8053 -3.1530 2.7854
Mn1 0.3387 0.1104 -0.3211

Atoms 1-2, force components in eV/Å:
-1.1608 0.5953 -0.3221
-0.0903 0.2702 0.3284


7.
Density functional theory data (ωB97M-V/def2-TZVPD) for a molecular structure, C6H12AsCl12F6Ni in a non-equilibrium geometry.

The orbital gap (spin up / spin down) comes out at 4.119 / 2.415 eV. As for the HOMO energy (spin up / spin down): -0.467 / -0.467 Eh. Its charge is +1. The expectation value of S² is 2.004. As for the spin multiplicity: 3.

Element x y z (Å)
Cl1 1.7271 2.4805 2.1714
C1 -2.0649 1.2691 3.1044
Cl2 -1.5326 2.9166 2.8111
Ni1 3.2455 -0.6352 0.9162
As1 0.5220 -0.8708 -0.3218
H1 -1.2897 0.5814 2.7789
C2 2.0065 2.5558 3.9068
F1 0.3124 -2.3738 0.3589
H2 0.2252 0.9299 -3.4575
F2 0.1082 -1.4080 -1.8348
F3 2.2865 -1.3223 -0.5993
Cl3 -5.1495 -1.9896 2.7710
F4 -0.9911 -0.3791 0.1715
Cl4 -2.3484 0.9927 4.8169
Cl5 2.0853 -4.5437 -4.7038
Cl6 -4.7727 -4.7069 1.8484
Cl7 2.3773 -0.0149 -3.6095
H3 -0.6254 2.5440 -0.9066
Cl8 1.4448 1.1118 4.7016
Cl9 -2.3715 2.7542 -2.4341
C3 1.0162 0.9667 -4.1905
H4 2.6537 -2.8455 -3.1884
H5 -2.9850 1.0920 2.5540
C4 -1.5809 3.0484 -0.8902
H6 3.0639 2.7123 4.0956
H7 3.2191 -2.5285 -4.8498
F5 1.2510 -0.3443 1.2579
H8 -2.2067 2.6467 -0.1059
H9 -3.3205 -2.8891 1.6360
C5 3.1223 -3.2632 -4.0654
Cl10 -1.2944 4.7630 -0.6011
H10 -3.4576 -3.4837 3.3031
Cl11 4.7235 -3.8593 -3.6719
C6 -3.9939 -3.2478 2.3931
F6 0.9083 0.6718 -0.8896
H11 0.7362 0.5791 -5.1574
H12 1.4671 3.4274 4.2667
Cl12 1.4829 2.6622 -4.3859

Atoms 1-2, force components in eV/Å:
0.5059 -0.1876 -0.7103
-0.0712 -0.3884 0.0238


8.
Density functional theory data (ωB97M-V/def2-TZVPD) for a molecular structure, C6H12AsF7O6Tl in a non-equilibrium geometry.

The orbital gap comes out at 1.369 eV. As for the HOMO energy: -0.498 Eh. Its charge is +1. The relative energy (zero: lowest compared OMol25 entry of this formula, charge and spin) comes out at 7.0755 eV.

Element x y z (Å)
H1 4.3179 -1.7315 -2.2585
O1 2.5409 1.9974 -2.1038
H2 -8.4297 -2.1504 -0.0572
H3 -9.4647 -0.8986 0.7564
F1 5.4027 0.1190 6.7892
O2 -6.2390 -1.6193 -0.9521
Tl1 -0.6044 3.8010 3.6638
O3 3.3629 0.8864 -3.9082
C1 2.9110 0.9838 -2.6807
H4 3.4145 2.9125 -4.3133
F2 6.9410 2.0078 6.4329
H5 2.1962 2.1208 -5.0398
F3 7.3370 1.1717 3.9768
H6 4.0313 1.7140 -5.5187
C2 -5.0598 -1.9639 -1.6294
F4 7.8597 -0.3269 5.9870
O4 -5.2254 0.1956 0.0600
F5 5.7340 -0.7842 4.4696
F6 -2.5272 1.8581 8.2469
As1 6.4205 0.6395 5.4161
C3 3.2463 1.9523 -4.8010
O5 -7.4184 -0.3295 0.4273
H7 -5.2891 -2.5814 -2.4978
F7 5.0602 1.7165 4.8370
H8 2.7226 -2.3505 -2.4269
C4 -8.6267 -1.0879 0.0855
H9 3.3303 -1.5050 -3.8089
H10 -8.8785 -0.7223 -0.9100
H11 -4.3693 -2.6348 -1.1182
C5 -6.2364 -0.5174 -0.1397
H12 -4.6208 -1.0871 -2.1055
C6 3.3547 -1.5120 -2.7192
O6 2.8058 -0.2734 -2.1598

Atoms 1-2, force components in eV/Å:
0.2036 0.3932 -0.2976
0.5635 -1.6135 -0.5545


9.
Density functional theory data (ωB97M-V/def2-TZVPD) for a molecular structure, C6H12BCl6F6Hg2O2P in a non-equilibrium geometry.

The orbital gap comes out at 2.552 eV. As for the HOMO energy: -0.537 Eh. Its charge is +2. The relative energy (zero: lowest compared OMol25 entry of this formula, charge and spin) comes out at 2.0127 eV.

Element x y z (Å)
Cl1 -4.3735 1.0898 -1.0167
H1 1.0357 -5.4189 2.4779
P1 -0.4236 0.4569 0.6900
H2 -1.9122 -0.0697 -3.6435
O1 1.0508 0.1222 0.8485
H3 0.0332 -3.5120 0.8703
F1 0.4555 0.6050 5.2060
H4 0.6375 2.3803 -2.6426
Hg1 -1.3497 1.4546 4.0348
C1 1.3930 3.9956 -1.4419
H5 1.9715 -5.9983 1.1027
Cl2 2.7488 2.8946 -3.6534
F2 2.6652 0.3746 4.4338
C2 0.9856 -4.0325 0.7705
C3 1.1972 3.3068 -2.7701
Cl3 2.1788 3.0314 -0.2305
H6 -2.5059 -0.9183 -2.2361
H7 -3.7893 1.7505 -3.1471
H8 -2.2969 1.7013 -2.0791
F3 1.0726 1.5430 3.3387
Cl4 -0.2577 -6.4312 0.7851
Cl5 2.1400 -2.9366 1.5266
C4 -2.7792 -0.1827 -2.9925
H9 1.3257 -4.0754 -0.2642
F4 -1.0830 -0.9950 0.5383
Hg2 2.7377 -0.4586 2.0424
H10 1.8347 4.9539 -1.7149
B1 1.3034 0.4513 4.1184
H11 0.6424 3.9766 -3.4272
H12 0.4333 4.3593 -1.0747
F5 -0.7252 1.2166 -0.7209
F6 0.9511 -0.6672 3.4125
C5 1.0881 -5.4276 1.3892
O2 -1.0601 1.1338 1.8787
Cl6 -4.1187 -0.8743 -4.0013
C6 -3.2072 1.2001 -2.4079

Atoms 1-2, force components in eV/Å:
0.7283 -0.2093 -0.2084
-0.0998 0.1581 -0.0861


10.
Density functional theory data (ωB97M-V/def2-TZVPD) for 2 unconnected molecules or ions with the total composition C6H12Br2Si in a non-equilibrium geometry.

The orbital gap (spin up / spin down) comes out at 7.249 / 7.614 eV. As for the HOMO energy (spin up / spin down): -0.312 / -0.289 Eh. Its charge is 0. The relative energy (zero: lowest compared OMol25 entry of this formula, charge and spin) comes out at 4.5293 eV.

Element x y z (Å)
H1 1.2753 -2.7776 0.9728
Br1 -4.0455 0.0890 0.7926
C1 1.8396 -2.1641 1.6338
H2 -1.0032 0.0708 -3.0701
H3 -1.8612 1.3524 0.4006
H4 2.9561 2.7289 -0.5251
Si1 1.9276 1.7320 -0.1504
C2 -1.9790 -0.3249 -1.2727
H5 2.8148 -2.6459 1.6455
H6 1.3508 0.4719 2.0669
C3 -2.5808 0.8742 -0.3185
C4 -1.0581 0.4019 -2.1112
H7 -3.0481 1.6703 -0.9936
C5 1.6676 0.2794 1.0293
H8 2.3283 -1.2097 -0.1793
H9 -0.0732 0.8056 -1.6656
H10 -1.5707 -1.0082 -0.5345
H11 -2.8242 -0.6860 -1.8735
Br2 0.4801 3.3118 0.8101
H12 1.4014 -2.0473 2.5266
C6 2.0023 -0.9244 0.8161

Atoms 1-2, force components in eV/Å:
-0.8586 -0.9268 -0.1805
0.4843 0.4155 -0.3169


11.
Density functional theory data (ωB97M-V/def2-TZVPD) for a molecular structure, C6H12CaO8S in a non-equilibrium geometry.

The orbital gap (spin up / spin down) comes out at 5.455 / 4.078 eV. As for the HOMO energy (spin up / spin down): -0.121 / -0.117 Eh. Its charge is -1. The expectation value of S² is 0.760. As for the spin multiplicity: 2. The relative energy (zero: lowest compared OMol25 entry of this formula, charge and spin) comes out at 0.0000 eV.

Element x y z (Å)
O1 -25.0587 10.5456 -10.5671
H1 -27.1672 8.1924 -6.9693
H2 -23.4009 7.9438 -13.3145
C1 -25.6847 14.0916 -9.7843
H3 -28.2141 7.7254 -9.1859
O2 -22.9231 10.3385 -11.9191
O3 -23.9387 8.2507 -10.7046
H4 -25.1320 13.8498 -10.6921
C2 -27.4318 8.4827 -9.1348
H5 -25.2701 6.7682 -11.1412
Ca1 -26.4616 11.3320 -8.7783
O4 -25.1397 13.3334 -8.6743
H6 -27.7973 14.5277 -9.3629
O5 -27.8109 12.6565 -10.2552
H7 -25.4332 15.1331 -9.5841
S1 -24.1255 9.7372 -11.3838
H8 -27.5468 14.6450 -10.8890
C3 -24.4129 7.8587 -12.9185
H9 -26.7637 8.3491 -9.9857
C4 -26.5029 8.2970 -7.8271
O6 -28.1483 9.6525 -9.3653
H10 -25.0256 7.3134 -13.6365
O7 -24.8925 9.1135 -12.6648
H11 -25.9244 7.3879 -7.9915
H12 -23.6207 6.3441 -11.5745
C5 -24.3320 7.1686 -11.5256
O8 -25.7318 9.4475 -7.5234
C6 -27.2078 13.9778 -10.0965

Atoms 1-2, force components in eV/Å:
2.8078 -2.5946 -2.4971
-0.5480 -0.6174 -0.1371


12.
Density functional theory data (ωB97M-V/def2-TZVPD) for 4 unconnected molecules or ions with the total composition C6H12Cl9O4P in a non-equilibrium geometry.

The orbital gap comes out at 10.837 eV. As for the HOMO energy: -0.392 Eh. Its charge is 0. The structure (SMILES) is COP(=O)(OC)OC.ClC(Cl)Cl.ClC(Cl)Cl.ClC(Cl)Cl. The relative energy (zero: lowest compared OMol25 entry of this formula, charge and spin) comes out at 1.2170 eV.

Element x y z (Å)
Cl1 3.5006 -0.1863 -2.1765
C1 -1.0099 0.9361 -1.2370
Cl2 6.4066 0.2682 2.8747
O1 -2.8331 -0.1049 1.1227
C2 3.3907 -1.3305 -3.5215
Cl3 4.1653 2.6400 -0.1123
Cl4 5.3353 -2.4474 2.7589
H1 -2.8583 0.5442 3.2017
Cl5 3.5356 -0.4508 1.8996
O2 -4.6976 -0.3869 -0.7575
C3 4.9297 -0.8255 3.0202
H2 2.2532 1.2406 -0.1957
H3 -4.7831 -2.1895 -1.7377
O3 -2.2727 0.1980 -1.3168
P1 -3.4542 0.5548 -0.2438
Cl6 1.8581 2.5191 1.8792
H4 -5.5552 -2.1409 -0.1083
H5 4.6471 -0.6264 4.0539
H6 -1.0164 1.6697 -2.0432
H7 -3.7992 -2.2924 -0.3956
C4 -4.7182 -1.8044 -0.7201
H8 -1.0454 1.4905 -0.2992
H9 -4.3901 0.5576 2.3679
Cl7 2.8286 -2.8704 -2.7898
C5 -3.4345 0.0368 2.4279
Cl8 2.2841 -0.8258 -4.7548
H10 -0.1019 0.3403 -1.1444
H11 4.3811 -1.2563 -3.9706
H12 -3.6656 -0.9250 2.8858
C6 2.4443 2.2663 0.1199
Cl9 1.4718 3.4221 -0.9653
O4 -3.7965 1.9790 -0.1224

Atoms 1-2, force components in eV/Å:
-0.0010 0.5157 0.0935
-1.2135 0.9053 1.0840


Number 1: E -235.7371 Eh. Number 2: E -235.8141 Eh. Number 3: E -235.5962 Eh. Number 4: E -235.6794 Eh. Number 5: E -235.6789 Eh. Number 6: E -15414.5569 Eh. Number 7: E -10101.0716 Eh. Number 8: E -3793.9125 Eh. Number 9: E -4419.2263 Eh. Number 10: E -5673.1750 Eh. Number 11: E -1913.4658 Eh. Number 12: E -5019.8868 Eh.